A cluster of 11 separate species, H22O11 in total in a non-equilibrium geometry, computed with ωB97M-V with the def2-TZVPD basis set.

```
33
Properties=species:S:1:pos:R:3
O -20.4052 -25.3424 -18.6837
H -20.2993 -24.8010 -19.4660
H -19.9830 -26.1719 -18.9070
O -24.3291 -24.5019 -21.1204
H -24.4376 -24.7175 -22.0466
H -23.3813 -24.4722 -20.9903
O -22.8542 -22.3543 -17.2131
H -23.6525 -22.3628 -16.6851
H -22.8691 -23.1876 -17.6839
O -23.5993 -28.3919 -19.0382
H -23.8827 -29.0888 -18.4464
H -23.0394 -27.8327 -18.4997
O -19.4672 -23.5838 -16.1652
H -18.9726 -24.1219 -15.5471
H -19.7259 -24.1910 -16.8585
O -25.4736 -25.6390 -16.5880
H -25.6643 -25.8759 -15.6804
H -24.5560 -25.3667 -16.5772
O -26.2079 -24.1816 -18.8879
H -25.6552 -24.4240 -19.6309
H -25.9256 -24.7605 -18.1799
O -23.0562 -24.9021 -18.2601
H -22.1293 -25.1351 -18.3132
H -23.3937 -25.0581 -19.1421
O -21.5892 -25.8903 -15.2463
H -21.2966 -25.0259 -15.5351
H -21.8199 -25.7701 -14.3251
O -25.9437 -27.1494 -18.7987
H -25.6329 -26.5376 -18.1313
H -25.2426 -27.7966 -18.8761
O -21.5623 -24.7235 -21.2949
H -21.0562 -25.3020 -21.8653
H -21.5246 -23.8693 -21.7251
```

Calculated values
multiplicity: 2
relative energy (zero: lowest compared OMol25 entry of this formula, charge and spin): 37.2 kJ/mol
E_HOMO (spin up / spin down): -13.58 / -13.54 eV
total charge: +1
⟨S²⟩: 0.758
gap between HOMO and LUMO (spin up / spin down): 10.448 / 3.592 eV

Löwdin population analysis, charges in e, atoms 1 to 6: atom 1 (O): -0.0215, atom 2 (H): 0.0455, atom 3 (H): 0.0784, atom 4 (O): -0.0301, atom 5 (H): 0.0715, atom 6 (H): -0.0122